[1]
39
Properties=species:S:1:pos:R:3:lowdin_spin:R:1 method="wB97M-V/def2-TZVPD" s_squared=2.197 largest_force_ev_per_a=10.34 gap_ev="3.48 / 3.50" energy_ev=-45108.0300 e_lumo_ev="-10.74 / -10.72" total_charge=+2 spin_multiplicity=3
O 0.935 4.740 -5.329 0.00
C 1.243 3.660 -5.160 0.00
Pr -0.720 -0.811 -3.886 2.30
O 0.599 2.378 -2.003 0.00
C 0.373 1.297 -2.389 -0.01
C 2.354 -0.595 -4.229 0.00
O 2.072 -1.891 -4.374 -0.01
C 2.765 0.488 -4.735 0.00
O 3.470 1.390 -4.971 0.00
C -1.997 1.373 -3.787 -0.11
O -2.373 2.496 -3.946 -0.07
H -2.568 0.245 -4.623 -0.10
C -3.118 -0.645 3.732 0.00
C -1.915 0.303 3.606 0.00
N -1.109 0.064 2.437 0.00
C -0.336 1.243 1.908 0.00
C 1.111 1.363 2.384 0.00
C -0.470 -1.165 2.408 0.00
O -0.485 -1.989 3.333 0.00
C 0.247 -1.541 1.124 0.00
C 1.363 -2.372 1.233 0.00
C 2.057 -2.663 0.069 0.00
C 1.578 -2.181 -1.156 0.00
N 0.412 -1.496 -1.307 -0.01
C -0.246 -1.153 -0.150 0.00
H -3.694 -0.693 2.788 0.00
H -3.806 -0.297 4.525 0.00
H -2.766 -1.649 4.017 0.00
H -2.280 1.328 3.516 0.00
H -1.317 0.179 4.524 0.00
H -0.356 1.173 0.811 0.00
H -0.936 2.112 2.209 0.00
H 1.777 0.664 1.851 0.00
H 1.442 2.387 2.164 0.00
H 1.193 1.205 3.472 0.00
H 1.628 -2.727 2.231 0.00
H 2.963 -3.250 0.065 0.00
H 2.096 -2.389 -2.080 0.00
H -1.186 -0.584 -0.279 0.00

=====

[2]
43
Properties=species:S:1:pos:R:3:lowdin_spin:R:1 method="wB97M-V/def2-TZVPD" e_above_lowest_ev=1.421 s_squared=0.786 largest_force_ev_per_a=3.10 gap_ev="5.99 / 6.67" energy_ev=-58951.5360 e_lumo_ev="-6.99 / -6.33" total_charge=+1 spin_multiplicity=2
Re 1.375 1.488 -0.383 0.92
O -0.138 5.667 3.497 0.00
C 0.106 4.545 4.114 0.00
O 0.080 4.403 5.305 0.00
C 0.444 3.344 3.253 0.01
C 0.751 2.079 3.751 0.04
N 1.020 1.283 2.708 0.00
N 0.900 1.950 1.556 0.01
C 0.555 3.210 1.863 0.02
C 0.444 4.140 0.669 0.00
O 0.145 5.304 0.833 0.00
O 0.714 3.537 -0.425 -0.01
H -0.071 5.677 2.505 0.00
H 0.772 1.762 4.777 0.00
H 1.289 0.303 2.712 0.00
O 3.447 1.752 -0.230 0.02
S 3.502 0.647 -1.225 0.00
O 4.746 0.141 -1.646 0.00
O 2.457 0.989 -2.211 0.02
S 2.309 -0.674 -0.101 -0.11
C -0.117 -5.226 -1.870 0.00
C -0.595 -3.833 -1.696 0.01
C -0.169 -2.800 -2.530 0.00
C -0.503 -1.486 -2.280 0.00
C -0.177 -0.412 -3.256 0.00
C -1.299 -1.198 -1.134 0.00
C -1.451 0.124 -0.636 0.01
O -0.607 1.052 -0.624 0.04
C -1.923 -2.256 -0.405 0.01
C -2.904 -1.991 0.688 0.00
C -1.512 -3.542 -0.674 0.00
H 0.445 -5.353 -2.790 0.00
H -0.942 -5.937 -1.839 0.00
H 0.536 -5.471 -1.027 0.00
H 0.417 -3.038 -3.404 0.00
H 0.140 -0.843 -4.203 0.00
H 0.637 0.224 -2.910 0.00
H -1.036 0.236 -3.423 0.00
H -2.403 0.348 -0.138 0.00
H -2.458 -1.426 1.502 0.00
H -3.274 -2.926 1.096 0.00
H -3.757 -1.434 0.308 0.00
H -1.896 -4.358 -0.077 0.00

=====

[3]
43
Properties=species:S:1:pos:R:3:lowdin_charge:R:1 method="wB97M-V/def2-TZVPD" largest_force_ev_per_a=3.10 gap_ev=5.45 energy_ev=-78622.4224 e_lumo_ev=4.37 total_charge=-2
Sr -8.767 -8.525 -5.846 0.82
O -6.399 -12.544 -7.157 0.06
C -6.988 -11.494 -7.071 -0.49
N -8.186 -11.212 -6.478 0.07
C -9.175 -12.147 -6.573 -0.48
O -9.139 -13.286 -7.065 0.02
C -10.508 -11.781 -5.989 -0.18
C -11.580 -12.697 -5.911 -0.01
C -12.801 -12.368 -5.309 -0.07
C -12.888 -11.107 -4.760 -0.09
C -11.814 -10.284 -4.773 -0.17
N -10.633 -10.586 -5.318 0.05
C -6.229 -10.243 -7.509 -0.24
C -4.872 -10.348 -7.775 -0.01
C -4.140 -9.288 -8.332 -0.06
C -4.812 -8.068 -8.432 -0.07
C -6.152 -8.029 -8.034 -0.11
N -6.855 -9.101 -7.569 0.02
H -11.539 -13.666 -6.343 0.09
H -13.620 -13.092 -5.322 0.10
H -13.760 -10.841 -4.220 0.09
H -11.927 -9.204 -4.445 0.10
H -4.450 -11.334 -7.563 0.11
H -3.102 -9.341 -8.674 0.10
H -4.333 -7.177 -8.873 0.11
H -6.682 -7.070 -8.005 0.03
S -11.982 -3.904 -6.115 -0.37
Sb -10.431 -5.549 -5.962 -0.34
S -11.109 -7.489 -7.046 -0.35
S -10.121 -6.672 -3.870 -0.40
S -8.257 -5.298 -6.719 -0.33
C -8.135 -10.313 -2.365 -0.07
N -7.396 -11.184 -3.216 -0.19
C -8.034 -12.457 -3.446 -0.05
C -6.436 -10.726 -4.030 -0.37
O -6.106 -9.557 -4.090 0.00
H -8.388 -10.735 -1.386 0.09
H -9.067 -9.892 -2.859 0.10
H -7.606 -9.424 -2.023 0.09
H -8.163 -12.929 -2.490 0.07
H -7.426 -13.076 -4.172 0.12
H -9.017 -12.330 -3.903 0.07
H -5.948 -11.510 -4.651 0.14

=====

[4]
39
Properties=species:S:1:pos:R:3:lowdin_charge:R:1 method="wB97M-V/def2-TZVPD" e_above_lowest_ev=0.072 largest_force_ev_per_a=0.93 gap_ev=7.67 energy_ev=-40226.0773 e_lumo_ev=-0.37
C -2.331 -2.822 0.357 -0.06
C -2.542 -1.541 -0.388 -0.25
C -1.363 -0.883 -0.908 -0.10
N -0.214 -1.407 -0.715 0.08
N 0.932 -0.859 -1.183 0.02
C 1.142 0.266 -1.907 -0.56
O 0.296 0.989 -2.378 0.07
C 2.618 0.531 -2.228 -0.35
S 3.892 -0.152 -1.112 0.99
C 3.991 1.031 0.173 -0.51
N 5.155 1.195 0.698 0.06
N 5.310 2.031 1.723 0.08
C 4.322 2.803 2.291 -0.51
O 4.513 3.562 3.203 0.10
N 3.086 2.606 1.697 0.22
C 2.784 1.719 0.679 -0.42
O 1.650 1.544 0.307 0.11
C -3.736 -0.943 -0.572 -0.01
C -5.047 -1.413 -0.155 -0.22
C -5.993 -0.477 0.274 -0.04
C -7.248 -0.874 0.688 -0.09
C -7.598 -2.215 0.660 -0.09
C -6.684 -3.150 0.205 -0.08
C -5.420 -2.757 -0.197 -0.04
H -1.386 -2.767 0.892 0.07
H -2.263 -3.659 -0.337 0.09
H -3.141 -3.008 1.058 0.08
H -1.515 0.043 -1.455 0.11
H 1.748 -1.369 -0.860 0.10
H 2.766 1.605 -2.326 0.09
H 2.838 0.064 -3.191 0.09
H 6.250 2.094 2.095 0.17
H 2.307 3.118 2.100 0.18
H -3.741 0.029 -1.053 0.12
H -5.724 0.570 0.295 0.11
H -7.961 -0.137 1.028 0.10
H -8.581 -2.527 0.979 0.10
H -6.958 -4.195 0.160 0.10
H -4.732 -3.491 -0.585 0.11

=====

[5]
32
Properties=species:S:1:pos:R:3:lowdin_charge:R:1 method="wB97M-V/def2-TZVPD" e_above_lowest_ev=0.000 largest_force_ev_per_a=0.37 gap_ev=9.06 energy_ev=-19335.5008 e_lumo_ev=0.80 smiles=N[C@H]1C[C@@H]1c1ccc(-c2cccc(O)c2)cc1
N 2.791 -4.648 -0.514 0.04
C 1.922 -3.780 0.222 -0.35
C 2.193 -3.350 1.644 -0.07
C 2.333 -2.368 0.510 -0.22
C 1.359 -1.256 0.343 -0.21
C 0.991 -0.454 1.415 -0.02
C 0.088 0.578 1.247 -0.02
C -0.467 0.841 -0.003 -0.19
C -1.426 1.941 -0.181 -0.19
C -2.428 2.172 0.757 -0.05
C -3.328 3.207 0.577 -0.08
C -3.244 4.030 -0.530 -0.02
C -2.245 3.810 -1.473 -0.31
O -2.183 4.640 -2.551 0.05
C -1.345 2.769 -1.297 0.02
C -0.091 0.039 -1.078 -0.02
C 0.807 -0.996 -0.906 -0.02
H 2.592 -5.620 -0.302 0.07
H 3.762 -4.465 -0.280 0.07
H 0.884 -3.944 -0.046 0.14
H 1.352 -3.241 2.312 0.10
H 3.094 -3.701 2.127 0.10
H 3.348 -2.102 0.228 0.15
H 1.420 -0.639 2.390 0.12
H -0.176 1.203 2.088 0.11
H -2.513 1.526 1.617 0.11
H -4.106 3.376 1.306 0.10
H -3.936 4.843 -0.683 0.11
H -1.447 4.382 -3.118 0.11
H -0.559 2.612 -2.025 0.12
H -0.527 0.213 -2.051 0.11
H 1.084 -1.620 -1.744 0.12

=====

[6]
35
Properties=species:S:1:pos:R:3:lowdin_spin:R:1 method="wB97M-V/def2-TZVPD" s_squared=6.053 largest_force_ev_per_a=5.08 gap_ev="6.58 / 5.67" energy_ev=-26668.7504 e_lumo_ev="0.40 / -2.59" spin_multiplicity=5
C -2.058 3.199 0.429 0.21
C -0.772 3.684 -0.064 0.20
C 0.276 3.138 0.785 0.15
C -0.354 2.336 1.832 0.10
C -1.813 2.428 1.663 0.25
Pt -0.645 1.374 -0.091 1.48
C -0.191 1.397 -2.174 0.41
C -1.670 1.107 -2.193 0.07
C -2.458 1.984 -2.951 0.40
N -2.362 0.798 -0.970 0.37
H 1.338 3.279 0.667 0.01
H -0.630 4.330 -0.941 0.01
H 0.152 1.868 2.660 0.00
H -2.577 1.962 2.317 0.01
H -3.055 3.392 -0.006 0.01
H 0.191 2.467 -2.394 0.01
H -2.185 -0.233 -0.754 0.01
H 0.554 0.685 -2.520 0.02
H -2.225 2.586 -3.820 0.02
H -3.493 1.973 -2.571 0.02
O 0.568 -2.905 -1.358 0.00
C 1.253 -3.148 -0.226 0.00
C 1.650 -4.471 -0.014 0.00
C 2.305 -4.781 1.160 0.00
C 2.594 -3.803 2.131 0.00
C 2.198 -2.486 1.929 0.00
C 1.512 -2.165 0.758 0.00
C 0.976 -0.788 0.604 0.01
O 1.406 0.197 1.261 0.04
O -0.026 -0.656 -0.245 0.14
H 0.165 -2.019 -1.205 0.00
H 1.382 -5.220 -0.754 0.00
H 2.581 -5.808 1.366 0.00
H 3.048 -4.059 3.083 0.00
H 2.362 -1.640 2.603 0.00